{"formula": "C2H7BF", "method": "ωB97M-V/def2-TZVPD", "charge": -1, "multiplicity": 1, "orbital_gap_ev": 8.865, "total_energy_ha": -205.122261, "species": ["B", "C", "C", "F", "H", "H", "H", "H", "H", "H", "H"], "xyz": [[1.34385, -0.28470, -0.04048], [-0.03672, 0.67648, 0.01811], [-1.24452, -0.20784, 0.01992], [-2.49187, 0.47518, 0.12003], [1.86290, -0.35055, 1.07692], [1.03099, -1.43605, -0.36890], [2.13559, 0.18809, -0.85517], [-0.06946, 1.34144, -0.84776], [-0.05361, 1.30135, 0.91379], [-1.28077, -0.79963, -0.89425], [-1.19639, -0.90377, 0.85780]], "mulliken_charge": [-0.1196, -0.5718, -0.3163, -0.3402, -0.1766, -0.1561, -0.1755, 0.1755, 0.2125, 0.2456, 0.2225]}

=====

{"formula": "C2H7BrN", "method": "ωB97M-V/def2-TZVPD", "charge": 1, "multiplicity": 1, "de_lowest_kj_mol": 253.8, "orbital_gap_ev": 9.488, "total_energy_ha": -2708.790908, "species": ["C", "C", "N", "Br", "H", "H", "H", "H", "H", "H", "H"], "xyz": [[-0.41961, -1.49647, 0.09551], [0.90443, 0.24680, -0.43216], [0.31323, 1.28066, 0.34710], [2.70893, -0.11191, -0.02192], [0.47251, -2.06449, -0.16725], [-0.61177, -1.04705, 1.01703], [-1.23346, -1.62877, -0.58735], [0.66045, 0.34528, -1.53979], [-0.70514, 1.16336, 0.33101], [0.74279, 1.49007, 1.25999], [0.46443, 2.27379, -0.06110]], "mulliken_charge": [-0.7872, -0.3852, -0.3678, -0.0023, 0.3400, 0.3845, 0.3162, 0.3835, 0.3930, 0.3406, 0.3849]}

=====

{"formula": "C2H7BrN2", "method": "ωB97M-V/def2-TZVPD", "multiplicity": 1, "de_lowest_kj_mol": 253.5, "orbital_gap_ev": [8.526, 8.259], "total_energy_ha": -2763.754537, "species": ["C", "C", "N", "N", "Br", "H", "H", "H", "H", "H", "H", "H"], "xyz": [[-0.19240, 1.45725, -0.42531], [0.51862, 0.75179, 0.66572], [0.24707, -2.22116, -0.37856], [-0.71371, -1.55566, 0.31644], [2.09777, 0.02989, -0.07082], [0.13438, 1.04208, -1.37574], [0.13023, 2.49589, -0.15819], [-1.32696, 1.16771, -0.28921], [0.70768, 1.02141, 1.78171], [0.30998, -2.19667, -1.44852], [1.12846, -2.50542, 0.00022], [-0.47386, -1.70122, 1.32987]], "mulliken_charge": [-0.7843, -0.2665, -0.2546, -0.4043, -0.1859, 0.3083, 0.2853, 0.2323, 0.3484, 0.2508, 0.2470, 0.2234]}

=====

{"formula": "C2H7CaO3", "method": "ωB97M-V/def2-TZVPD", "charge": 1, "multiplicity": 1, "orbital_gap_ev": 8.614, "total_energy_ha": -983.468984, "species": ["O", "C", "C", "O", "H", "H", "H", "H", "H", "H", "Ca", "O", "H"], "xyz": [[0.53145, -0.90474, 0.37949], [0.44402, -0.27125, -0.87510], [-0.29404, 1.05491, -0.81923], [-0.14869, 1.67086, -2.08036], [-0.48717, -1.66659, 0.93348], [-0.10242, -0.97936, -1.51804], [1.46191, -0.10525, -1.25961], [0.13776, 1.68977, -0.02582], [-1.35550, 0.87599, -0.57725], [-0.45480, 2.58000, -2.03156], [1.41568, -0.60070, 2.22600], [-0.20930, -1.77780, 2.53091], [-0.93889, -1.56584, 3.11709]], "mulliken_charge": [-0.7521, -0.3239, -0.2035, -0.4991, 0.5204, 0.2236, 0.2951, 0.1955, 0.2617, 0.3097, 1.6320, -0.9647, 0.3052]}

=====

{"formula": "C2H7Cl2NSi", "method": "ωB97M-V/def2-TZVPD", "multiplicity": 1, "de_lowest_kj_mol": 458.8, "orbital_gap_ev": 9.264, "total_energy_ha": -1344.986255, "smiles": "[H]/N=[SiH]/Cl.C=C.Cl", "species": ["H", "N", "Si", "Cl", "H", "C", "C", "H", "H", "H", "H", "Cl", "H"], "xyz": [[0.75817, -0.70235, 2.31990], [0.73701, 0.00578, 1.56098], [2.01699, 0.61113, 0.82179], [1.52149, 1.78234, -0.68316], [3.34011, 0.31653, 0.48585], [-1.94839, 0.63636, -0.33677], [-1.67909, 0.67197, -1.60715], [-2.90283, 0.71190, 0.14026], [-1.16175, 0.42146, 0.49629], [-0.63330, 0.31317, -1.95145], [-2.50729, 0.73709, -2.38775], [1.34905, -3.40531, 0.61877], [1.10983, -2.10009, 0.52244]], "mulliken_charge": [0.2458, -0.5099, 0.4786, -0.1492, -0.0696, -0.2635, -0.3023, 0.2364, 0.0214, 0.1442, 0.2202, -0.2592, 0.2071]}

=====

{"formula": "C2H7ClN2O2S", "method": "ωB97M-V/def2-TZVPD", "multiplicity": 1, "de_lowest_kj_mol": 226.9, "orbital_gap_ev": [7.267, 7.660], "total_energy_ha": -1198.627695, "species": ["C", "C", "N", "N", "O", "O", "S", "Cl", "H", "H", "H", "H", "H", "H", "H"], "xyz": [[1.84684, -1.14166, -1.30165], [0.67743, -0.34117, -1.72302], [-1.54078, 1.98171, 2.03664], [-1.69950, 1.04882, 1.01993], [0.51362, 0.03061, 1.58406], [-1.12420, -1.48954, 0.48883], [-0.51278, -0.14542, 0.60904], [-0.52030, -1.26123, -2.46967], [2.45986, -1.56048, -2.07765], [1.46861, -2.18191, -0.99482], [2.44506, -0.84478, -0.48331], [0.77625, 0.69034, -1.97436], [-1.22299, 2.81298, 1.62569], [-0.88371, 1.73662, 2.69532], [-2.68341, 0.66511, 0.96499]], "mulliken_charge": [-1.0214, -0.1134, -0.5307, -0.1627, -0.5921, -0.5709, 0.8805, -0.0554, 0.3747, 0.3206, 0.3408, 0.3771, 0.2194, 0.2633, 0.2702]}

=====

{"formula": "C2H7ClN3", "method": "ωB97M-V/def2-TZVPD", "charge": 1, "multiplicity": 1, "de_lowest_kj_mol": 367.8, "orbital_gap_ev": 9.880, "total_energy_ha": -704.494372, "species": ["C", "C", "N", "N", "N", "Cl", "H", "H", "H", "H", "H", "H", "H"], "xyz": [[0.43429, 0.12435, -0.80334], [1.20328, 0.21439, 0.43558], [0.28766, -1.15745, -0.51019], [1.02121, -1.19670, 0.65602], [-1.59647, 0.72251, 0.06388], [2.91871, 0.50246, -0.11391], [0.24821, 0.58557, -1.73049], [0.98972, 0.93918, 1.17788], [-0.06965, -1.89060, -1.05573], [0.29164, -1.40228, 1.35412], [-2.23806, 0.11181, 0.66780], [-2.14160, 0.97021, -0.77563], [-1.34893, 1.47656, 0.63400]], "mulliken_charge": [-0.4548, 0.4819, 0.1664, -0.4154, -0.7573, -0.1226, 0.4388, 0.2968, 0.1907, 0.3133, 0.2901, 0.3015, 0.2706]}

=====

{"formula": "C2H7ClOSi", "method": "ωB97M-V/def2-TZVPD", "multiplicity": 1, "de_lowest_kj_mol": 841.3, "orbital_gap_ev": [10.017, 5.465], "total_energy_ha": -905.123237, "species": ["C", "C", "O", "Si", "Cl", "H", "H", "H", "H", "H", "H", "H"], "xyz": [[-1.94390, -1.08229, 0.25686], [2.93933, -0.09229, -0.97618], [-1.30479, -0.11847, 0.92472], [1.86972, 1.16889, -0.00666], [3.77549, -1.04060, 0.35991], [-2.70617, -1.59897, 0.83808], [-1.23313, -1.97595, 0.18530], [-2.35219, -0.71166, -0.58039], [2.38003, -0.81838, -1.56052], [3.53556, 0.51094, -1.53284], [1.74793, 2.37865, -0.83997], [1.15578, 1.01697, 1.21851]], "mulliken_charge": [-0.5207, -0.4808, -0.3203, 0.1609, -0.2020, 0.2805, 0.2326, 0.2902, 0.3159, 0.2998, -0.0454, -0.0108]}

=====

{"formula": "C2H7FN4", "method": "ωB97M-V/def2-TZVPD", "multiplicity": 3, "de_lowest_kj_mol": 11.3, "orbital_gap_ev": [6.076, 7.972], "s2": 2.017, "total_energy_ha": -398.995690, "species": ["C", "C", "N", "N", "N", "N", "F", "H", "H", "H", "H", "H", "H", "H"], "xyz": [[2.55666, 0.26377, -0.44473], [-3.08340, 0.15067, -0.26645], [1.00886, -0.83292, 0.90865], [0.43130, -0.11485, 1.59159], [1.47113, -0.67149, -0.34761], [-0.15071, 0.53689, 2.31531], [-3.85678, 0.31926, -1.38133], [2.93893, 0.51512, -1.48716], [2.38353, 1.11025, 0.14606], [3.57146, -0.13183, -0.03180], [-3.22221, 1.11187, 0.28437], [-3.47818, -0.70946, 0.21267], [1.42040, -1.45426, -0.88433], [-1.99099, -0.09301, -0.61525]], "lowdin_spin": [0.0452, 0.0022, 0.4585, 0.3319, 0.3866, 0.7250, 0.0004, 0.0050, 0.0059, 0.0203, 0.0009, 0.0002, 0.0156, 0.0023]}

=====

{"formula": "C2H7FS", "method": "ωB97M-V/def2-TZVPD", "multiplicity": 1, "de_lowest_kj_mol": 115.0, "orbital_gap_ev": 9.866, "total_energy_ha": -578.393656, "species": ["C", "C", "H", "H", "H", "H", "H", "H", "H", "F", "S"], "xyz": [[1.50917, 0.92415, 0.45763], [0.43029, -0.01582, -0.02965], [-2.67973, -1.74911, -1.44703], [-2.46856, -1.33647, 0.44232], [1.54181, 1.82503, -0.16207], [2.48970, 0.43735, 0.41536], [1.31665, 1.21932, 1.49034], [0.60547, -0.31735, -1.07027], [0.37118, -0.92084, 0.59191], [-0.80246, 0.61912, 0.03129], [-2.31353, -0.68539, -0.71982]], "mulliken_charge": [-1.1158, -0.0389, 0.1443, 0.1328, 0.3025, 0.3501, 0.2996, 0.2708, 0.2856, -0.2613, -0.3695]}

=====

{"formula": "C2H7IN2", "method": "ωB97M-V/def2-TZVPD", "multiplicity": 1, "de_lowest_kj_mol": 402.1, "orbital_gap_ev": [8.679, 7.969], "total_energy_ha": -487.395182, "species": ["C", "C", "N", "N", "I", "H", "H", "H", "H", "H", "H", "H"], "xyz": [[-0.93149, -0.61051, -1.63522], [0.62440, 0.55143, 2.61380], [0.25375, -0.69952, -0.78413], [1.06930, 0.30489, -0.52136], [0.66896, 2.08937, -1.12859], [-0.86677, -0.31771, -2.67097], [-1.52329, -1.61535, -1.71817], [-1.63313, 0.22413, -1.08688], [1.26679, 0.02841, 3.30401], [0.44975, 1.56997, 2.34546], [-0.20731, -0.05375, 2.39751], [0.82904, -1.47136, -1.11547]], "mulliken_charge": [-0.8332, -0.8788, 0.0708, -0.5586, 0.1296, 0.3591, 0.2686, 0.3111, 0.3024, 0.2900, 0.2811, 0.2579]}

=====

{"formula": "C2H7IP2", "method": "ωB97M-V/def2-TZVPD", "multiplicity": 3, "de_lowest_kj_mol": 95.3, "orbital_gap_ev": [5.771, 5.514], "s2": 2.008, "total_energy_ha": -1060.621215, "species": ["C", "C", "P", "P", "I", "H", "H", "H", "H", "H", "H", "H"], "xyz": [[-1.19487, -0.59043, -0.28395], [-0.92673, 0.57283, 0.66653], [0.85370, 1.14269, 0.80118], [1.79917, -0.49473, -0.50330], [1.03336, 2.55128, -1.20688], [-0.80777, -0.51518, -1.40478], [-0.62989, -1.46189, 0.08333], [-2.22573, -0.67669, -0.57318], [-1.07860, 0.19848, 1.66365], [-1.63270, 1.36759, 0.73564], [1.77585, -1.96278, 0.24095], [3.03419, -0.13119, -0.21918]], "lowdin_spin": [0.0202, 0.1054, 0.9318, 0.1691, 0.7235, 0.0038, 0.0009, 0.0032, 0.0214, 0.0037, 0.0123, 0.0046]}

=====

Question: Number 9 is which compound?
Answer: C2H7FN4